Molecular formula: C4H5F2N
Method: DFT, wB97M-V/def2-TZVPD

The geometry in XYZ format:
```
12
Properties=species:S:1:pos:R:3:forces:R:3:mulliken_charge:R:1
C 1.946871 1.053670 0.452853 -0.193 1.068 -1.860 -0.287
N 0.860640 0.788512 -0.135833 -2.222 -1.192 1.542 -0.453
C -0.055137 -0.298116 0.339542 0.368 2.622 -3.599 -0.169
C -0.713620 -1.003098 -0.882629 -1.857 -0.304 4.313 -0.876
C -1.521647 -0.034925 0.055043 1.810 -0.842 -2.161 0.625
F -1.991004 1.171468 -0.380112 0.682 -0.979 0.392 -0.275
F -2.438900 -0.618020 0.809790 -0.413 -0.175 0.735 -0.277
H 2.264998 2.006389 0.028112 1.150 -0.116 0.451 0.250
H 2.611580 0.502464 1.108677 -0.508 -0.306 0.619 0.247
H 0.310821 -0.829326 1.125725 0.436 -1.619 2.389 0.568
H -0.366576 -0.653720 -1.767693 0.793 0.942 -2.600 0.389
H -0.908024 -2.085294 -0.753473 -0.046 0.900 -0.221 0.258
```
Positions in Å, forces in eV/Å.

Results
SMILES: C=N[C@@H]1CC1(F)F
ΔE to the lowest compared entry with this formula, charge and spin: 47.7 kcal per mole
HOMO-LUMO gap: 10.83 eV
total charge: 0

***

Molecular formula: C4H9N
Method: DFT, wB97M-V/def2-TZVPD

The geometry in XYZ format:
```
14
Properties=species:S:1:pos:R:3:forces:R:3:mulliken_charge:R:1
C 0.726665 2.981708 0.391111 -0.980 0.272 -0.115 -0.671
C 0.289348 2.346998 1.465768 0.873 -0.492 0.774 0.061
C 0.569572 0.919816 1.779533 1.300 -1.621 -0.251 -0.980
H 0.601264 4.057159 0.352859 0.187 -0.005 -0.229 0.248
H 1.034898 2.453774 -0.502227 0.259 0.026 0.064 0.262
H 0.022735 2.893184 2.361118 -0.471 0.428 -0.181 0.257
H 1.146692 0.387225 1.010853 -0.175 0.471 -0.380 0.284
H -0.193740 0.176505 2.015252 -0.644 0.686 0.167 0.297
H 1.285406 0.868921 2.613655 -0.349 0.230 0.147 0.242
C -1.335700 -3.084027 -2.218618 -0.646 -1.110 -0.129 -0.232
N -0.257010 -3.716497 -2.300214 1.220 0.777 0.960 -0.457
H -1.391364 -2.178858 -1.622865 0.148 0.299 -0.239 0.237
H -2.275191 -3.475557 -2.628593 -0.059 0.221 0.023 0.213
H -0.223570 -4.630351 -2.717628 -0.662 -0.182 -0.612 0.240
```
Positions in Å, forces in eV/Å.

Results
SMILES: C=CC.C=N
ΔE to the lowest compared entry with this formula, charge and spin: 42.4 kcal per mole
HOMO-LUMO gap: 10.73 eV
total charge: 0

***

Molecular formula: C14H30CuN2O15
Method: DFT, wB97M-V/def2-TZVPD

The geometry in XYZ format:
```
62
Properties=species:S:1:pos:R:3:forces:R:3:mulliken_charge:R:1
Cu 14.545504 9.306765 0.676707 -0.315 -0.721 1.514 1.036
O 16.373379 7.021809 -2.484897 -0.056 0.069 0.195 -0.636
C 16.283703 8.200436 -1.781000 0.286 2.451 1.104 0.591
O 15.322164 8.244100 -0.964626 -0.408 -0.953 -0.344 -0.421
O 17.094069 9.137871 -1.953958 -0.085 -1.240 -0.720 -0.806
H 15.657643 6.546407 -2.030784 0.164 -0.271 -0.301 0.309
O 16.592251 6.320272 2.724663 0.948 -0.751 0.181 -0.580
C 15.805430 7.409572 2.952052 -2.556 1.760 -0.657 0.429
O 15.013539 7.417223 3.875883 1.018 -0.591 0.205 -0.631
O 15.917473 8.328080 2.039030 0.431 0.099 -0.779 -0.523
H 17.116600 6.541477 1.945463 -0.189 0.107 -0.045 0.320
O 10.912020 6.881886 0.818782 -0.424 -0.460 0.193 -0.507
C 11.835361 7.464262 1.690253 1.009 0.937 1.743 0.416
O 11.516833 7.350273 2.892676 0.120 -0.136 -0.988 -0.779
O 12.821401 8.035112 1.167529 -0.248 -0.300 -0.629 -0.434
H 10.372781 6.517196 1.553209 -0.170 0.015 -0.814 0.257
O 13.775534 12.376066 3.782289 -0.060 0.631 -0.014 -0.519
C 13.533334 11.031767 3.480471 0.169 -1.789 -0.793 0.367
O 12.922026 10.375688 4.315078 -0.271 0.571 0.352 -0.698
O 14.005547 10.658064 2.369692 -0.030 0.972 -0.067 -0.133
H 13.249826 12.484874 4.584234 0.156 0.003 0.062 0.254
C 13.066108 7.657955 -4.107935 1.153 0.304 1.695 -0.760
O 12.900745 8.732167 -3.196687 -0.247 0.390 -0.381 -0.297
C 12.185632 8.341573 -2.031541 -0.333 -0.122 0.007 -0.641
C 11.870368 9.557047 -1.182876 -0.299 -0.687 0.108 -1.042
N 13.122461 10.234453 -0.785194 -0.144 0.031 -0.263 0.977
C 12.847578 11.616547 -0.345081 -0.553 0.230 -0.919 -1.265
C 12.939441 12.690840 -1.447814 -1.272 -0.518 1.463 -0.732
O 11.815330 12.690224 -2.337350 0.611 -0.395 -0.440 -0.312
C 11.873778 13.823790 -3.155180 -0.417 0.649 0.200 -0.838
H 13.654536 8.050339 -4.933438 -0.503 -0.081 -0.418 0.249
H 12.116176 7.162025 -4.318677 -0.032 0.134 -0.465 0.292
H 13.733588 6.953318 -3.592927 -0.173 -0.407 -0.292 0.257
H 12.735482 7.604081 -1.439607 0.068 0.006 -0.074 0.292
H 11.233833 7.920863 -2.382907 -0.073 -0.202 0.319 0.546
H 11.307596 9.213366 -0.315079 0.181 0.064 0.074 0.331
H 11.227186 10.211275 -1.782188 0.179 0.278 0.072 0.461
H 13.544978 10.235610 -1.715273 0.972 0.373 0.439 0.168
H 13.478234 11.953606 0.476974 0.204 -0.398 0.030 0.344
H 11.833045 11.629150 0.059093 -0.002 0.080 0.039 0.488
H 13.884898 12.603829 -1.986770 0.085 0.385 -0.067 0.383
H 12.789564 13.590941 -0.838446 0.882 0.466 -0.363 0.583
H 11.921239 14.722813 -2.522506 0.033 0.088 -0.045 0.324
H 10.956848 13.905094 -3.740677 -0.012 -0.257 -0.003 0.274
H 12.725415 13.886121 -3.842843 0.141 -0.406 0.066 0.301
C 17.962835 10.923244 1.439312 0.648 -0.588 0.751 -1.543
C 16.672834 11.707245 1.192889 1.419 -1.957 -0.198 0.963
C 17.057789 13.089129 0.701320 -0.646 0.556 0.804 -0.953
O 15.891061 13.765679 0.253105 -0.173 0.137 -0.217 -0.149
C 16.156132 15.026481 -0.299154 0.145 0.032 0.546 -0.854
N 15.878720 10.985931 0.187727 -0.065 1.077 -0.408 0.322
H 18.694964 11.591632 1.909148 0.258 -0.053 -0.336 0.426
H 18.370197 10.366860 0.590453 0.045 0.680 -0.419 0.311
H 17.847766 10.105945 2.157189 -0.601 0.198 0.078 0.247
H 16.187431 11.621450 2.166428 -0.690 0.913 -0.332 -0.225
H 17.785218 13.098519 -0.120956 0.100 -0.412 0.037 0.412
H 17.481535 13.636164 1.556437 0.144 0.089 -0.112 0.442
H 15.251627 15.382937 -0.788822 0.070 -0.112 -0.248 0.187
H 17.021812 14.989607 -0.970060 -0.170 -0.008 -0.322 0.365
H 16.406745 15.764059 0.476019 0.019 -0.047 0.140 0.290
H 16.475995 10.693866 -0.593409 0.090 -0.430 0.201 0.386
H 15.346710 11.760138 -0.207922 -0.525 -0.483 -0.144 -0.322
```
Positions in Å, forces in eV/Å.

Results
multiplicity: 2
HOMO-LUMO gap (alpha / beta): 6.48 / 6.46 eV
total charge: -2

***

Molecular formula: C20H18F2N2O3
Method: DFT, wB97M-V/def2-TZVPD

The geometry in XYZ format:
```
45
Properties=species:S:1:pos:R:3:forces:R:3:mulliken_charge:R:1
O 1.014548 -1.912800 -1.438525 -0.274 0.011 -0.016 -0.666
C 1.208803 -0.785898 -1.847329 0.393 -0.032 -0.230 -0.097
N 2.423152 -0.228781 -2.016998 0.201 0.218 -0.100 -0.098
C 3.625512 -0.836306 -1.505734 0.285 -0.188 0.069 -0.903
C 4.376268 0.100928 -0.555203 -0.262 -0.004 -0.053 -0.686
C 3.458573 0.771094 0.479271 0.169 -0.053 -0.018 -1.066
C 2.496724 -0.183005 1.133827 -0.033 0.154 0.065 0.600
C 1.129296 0.054102 1.088268 0.048 0.030 0.103 -0.389
C 0.236669 -0.834153 1.660713 -0.117 -0.025 0.032 -0.120
C 0.701844 -1.972130 2.294076 -0.099 -0.040 0.034 -0.760
C 2.063517 -2.210569 2.360431 0.046 -0.102 0.048 -0.574
C 2.953135 -1.321439 1.786503 -0.006 0.035 -0.030 -0.448
C 0.097349 0.135302 -2.199782 -0.929 0.587 -0.146 0.593
C -1.282850 -0.074332 -1.953343 -0.174 0.569 -0.325 0.368
C -1.862307 1.084158 -2.386263 0.273 -1.004 0.336 -0.070
C -3.278835 1.557869 -2.375272 0.195 0.483 -0.461 -0.612
O -4.091029 0.803323 -1.506293 -0.040 -0.148 0.225 -0.446
C -3.793980 0.721754 -0.183168 -0.074 -0.115 0.270 -0.309
C -2.890571 1.484734 0.556415 0.010 0.025 0.116 0.935
F -2.159981 2.459581 -0.037436 -0.174 -0.093 -0.007 -0.417
C -2.695234 1.292589 1.913614 -0.037 0.045 -0.117 -0.640
C -3.414108 0.325024 2.587209 0.003 0.059 -0.131 -0.405
C -4.330734 -0.449955 1.896343 -0.040 -0.024 -0.163 -0.581
C -4.503642 -0.245788 0.544206 0.078 0.077 -0.034 0.669
F -5.390570 -1.003396 -0.123739 0.128 0.121 0.017 -0.315
O -0.914352 1.909545 -2.856359 -0.745 0.226 0.025 -0.185
N 0.291491 1.317240 -2.734599 1.101 -0.511 0.107 -0.655
H 2.464153 0.713126 -2.376453 -0.105 -0.016 0.017 0.322
H 4.284320 -1.124632 -2.333152 -0.064 -0.076 0.123 0.401
H 3.306176 -1.741155 -0.982214 0.101 0.084 -0.114 0.428
H 5.148670 -0.481603 -0.051842 0.090 0.013 -0.039 0.363
H 4.875192 0.883809 -1.131222 0.114 -0.009 0.027 0.434
H 2.889398 1.567764 -0.004188 0.018 0.026 0.068 0.351
H 4.087253 1.235817 1.244455 -0.038 0.087 -0.056 0.380
H 0.757636 0.941942 0.593567 -0.021 0.100 -0.081 0.434
H -0.825396 -0.641642 1.604726 -0.063 0.001 -0.012 0.326
H 0.005332 -2.671770 2.731532 -0.056 -0.068 0.037 0.417
H 2.433824 -3.096210 2.856095 0.029 -0.069 0.043 0.397
H 4.014698 -1.516299 1.842246 0.135 -0.033 0.002 0.382
H -1.732365 -0.943563 -1.524076 -0.160 -0.180 0.104 0.588
H -3.302739 2.629095 -2.136977 -0.018 -0.201 -0.045 0.319
H -3.732264 1.414435 -3.362356 0.090 0.062 0.169 0.428
H -1.973021 1.913541 2.419009 0.091 0.081 0.018 0.431
H -3.259495 0.173384 3.642653 0.012 -0.012 0.112 0.417
H -4.910058 -1.214729 2.387365 -0.085 -0.090 0.012 0.459
```
Positions in Å, forces in eV/Å.

Results
SMILES: O=C(NCCCc1ccccc1)c1cc(COc2c(F)cccc2F)on1
ΔE to the lowest compared entry with this formula, charge and spin: 0.0 kcal per mole
HOMO-LUMO gap: 9.70 eV
total charge: 0